(1)
This record from OMol25 describes a cluster of 2 separate species, C4H7NO in total at a distorted geometry. The level of theory is wB97M-V/def2-TZVPD.

LUMO, eV: 0.616
Gap between HOMO and LUMO, eV: 9.52
Molecular weight, g mol⁻¹: 85.11
Energy above the lowest of the compared OMol25 structures with the same formula, charge and spin, kcal per mole: 96.6
Multiplicity: 1

Last column: natural (NBO) charge in e.
Cartesian coordinates (Å):
C -1.881 -0.527 0.536  -0.26
O -1.555 0.837 0.845  -0.46
C -0.769 1.446 0.020  0.06
C 1.970 0.078 -0.839  -0.75
C 1.496 -0.988 0.040  0.31
N 1.140 -1.847 0.732  -0.37
H -1.478 -0.778 -0.447  0.20
H -2.970 -0.572 0.527  0.19
H -1.446 -1.145 1.321  0.21
H -0.758 2.474 0.444  0.08
H 1.203 0.861 -0.894  0.29
H 2.901 0.494 -0.450  0.25
H 2.145 -0.335 -1.835  0.25

(2)
This record from OMol25 describes an isolated molecule of C4H7NO at a distorted geometry. The level of theory is wB97M-V/def2-TZVPD.

SMILES string: CC(=O)[C@H]1CN1
LUMO, eV: 0.947
Gap between HOMO and LUMO, eV: 10.51
Molecular weight, g mol⁻¹: 85.11
Energy above the lowest of the compared OMol25 structures with the same formula, charge and spin, kcal per mole: 68.1
Multiplicity: 1

Last column: natural (NBO) charge in e.
Cartesian coordinates (Å):
C -0.507 -2.042 0.584  -0.71
C 0.197 -0.756 0.066  0.55
O 1.406 -0.767 -0.044  -0.57
C -0.482 0.573 -0.260  -0.25
C 0.264 2.015 0.014  -0.18
N 0.454 1.617 -1.301  -0.54
H -1.463 -2.317 0.135  0.23
H -0.688 -1.945 1.659  0.24
H 0.155 -2.909 0.469  0.24
H -1.413 0.489 -0.814  0.23
H 1.080 1.915 0.735  0.20
H -0.319 2.940 0.149  0.20
H 1.359 1.157 -1.392  0.37

(3)
This record from OMol25 describes an isolated molecule of C4H7NO. The level of theory is wB97M-V/def2-TZVPD.

SMILES string: C[C@H]1CN1C=O
LUMO, eV: 0.921
Gap between HOMO and LUMO, eV: 10.43
Molecular weight, g mol⁻¹: 85.11
Energy above the lowest of the compared OMol25 structures with the same formula, charge and spin, kcal per mole: 54.9
Multiplicity: 1

Last column: natural (NBO) charge in e.
Cartesian coordinates (Å):
C 0.127 1.863 -0.027  -0.63
C -0.483 0.505 -0.387  -0.02
C 0.365 -0.681 -0.954  -0.22
N -0.085 -0.631 0.374  -0.46
C -0.210 -1.737 1.127  0.53
O 0.307 -2.771 0.744  -0.60
H 0.341 1.929 1.045  0.23
H -0.543 2.697 -0.271  0.22
H 1.060 2.026 -0.569  0.22
H -1.563 0.567 -0.586  0.21
H -0.068 -1.464 -1.590  0.21
H 1.461 -0.692 -1.000  0.21
H -0.710 -1.612 2.095  0.13

(4)
This record from OMol25 describes a cluster of 2 separate species, C4H7NO in total at a distorted geometry. The level of theory is wB97M-V/def2-TZVPD.

LUMO, eV: -0.297
Gap between HOMO and LUMO, eV: 9.17
Molecular weight, g mol⁻¹: 85.11
Energy above the lowest of the compared OMol25 structures with the same formula, charge and spin, kcal per mole: 128.6
Multiplicity: 1

Last column: natural (NBO) charge in e.
Cartesian coordinates (Å):
C -1.049 0.632 0.498  0.40
C 0.193 0.439 -0.358  -0.19
C 0.001 -0.731 -1.374  -0.41
C 0.822 -1.602 -0.265  -0.21
H -1.847 -0.586 0.319  0.15
H 0.572 1.302 -0.916  0.22
H 0.450 -0.513 -2.368  0.23
H -1.057 -0.902 -1.385  0.20
H 0.052 -2.092 0.298  0.17
H 1.615 -2.294 -0.497  0.20
H 1.013 -0.312 1.517  0.37
N 1.213 -0.329 0.449  -0.59
O -1.136 1.910 1.110  -0.54

(5)
This record from OMol25 describes an isolated molecule of C4H7NO. The level of theory is wB97M-V/def2-TZVPD.

SMILES string: CC(=O)[C@H]1CN1
LUMO, eV: 1.037
Gap between HOMO and LUMO, eV: 10.87
Molecular weight, g mol⁻¹: 85.11
Energy above the lowest of the compared OMol25 structures with the same formula, charge and spin, kcal per mole: 39.0
Multiplicity: 1

Last column: natural (NBO) charge in e.
Cartesian coordinates (Å):
C 1.936 -0.323 0.377  -0.72
C 0.635 0.423 0.201  0.58
O 0.506 1.578 0.560  -0.56
C -0.495 -0.336 -0.433  -0.21
C -1.848 -0.056 0.134  -0.22
N -1.524 0.354 -1.207  -0.55
H 2.596 -0.082 -0.463  0.25
H 1.798 -1.406 0.389  0.22
H 2.428 0.002 1.294  0.24
H -0.274 -1.345 -0.768  0.21
H -1.852 0.706 0.906  0.21
H -2.559 -0.871 0.238  0.20
H -1.346 1.356 -1.228  0.37

(6)
This record from OMol25 describes a cluster of 2 separate species, C4H7NO in total at a distorted geometry. The level of theory is wB97M-V/def2-TZVPD.

SMILES string: c1cc[nH]c1.O
LUMO, eV: 0.672
Gap between HOMO and LUMO, eV: 8.88
Molecular weight, g mol⁻¹: 85.11
Energy above the lowest of the compared OMol25 structures with the same formula, charge and spin, kcal per mole: 24.7
Multiplicity: 1

Last column: natural (NBO) charge in e.
Cartesian coordinates (Å):
C -0.970 -1.409 -0.347  -0.31
C -0.163 -0.434 -0.867  -0.08
N -0.301 0.684 -0.089  -0.51
C -1.164 0.404 0.941  -0.08
C -1.629 -0.883 0.791  -0.31
H -1.200 -2.358 -0.807  0.22
H 0.496 -0.560 -1.709  0.21
H 0.389 1.412 -0.030  0.43
H -1.575 1.206 1.498  0.20
H -2.129 -1.436 1.568  0.22
H 2.676 0.334 -0.408  0.48
H 2.975 1.776 0.089  0.48
O 2.594 1.263 -0.627  -0.95

(7)
This record from OMol25 describes an isolated molecule of C4H7NO at a distorted geometry. The level of theory is wB97M-V/def2-TZVPD.

SMILES string: C[C@H]1NCC1=O
LUMO, eV: 0.956
Gap between HOMO and LUMO, eV: 9.46
Molecular weight, g mol⁻¹: 85.11
Energy above the lowest of the compared OMol25 structures with the same formula, charge and spin, kcal per mole: 74.9
Multiplicity: 1

Last column: natural (NBO) charge in e.
Cartesian coordinates (Å):
C -1.515 -0.243 -0.336  -0.57
C -0.401 0.115 0.757  -0.17
N 0.457 -0.883 0.108  -0.65
C 1.379 0.085 -0.429  -0.34
C 0.680 1.186 0.380  0.60
O 0.945 2.333 0.622  -0.50
H -1.644 -1.340 -0.528  0.22
H -1.191 0.148 -1.315  0.21
H -2.447 0.165 -0.016  0.18
H -0.681 0.069 1.838  0.21
H 0.721 -1.718 0.578  0.38
H 1.304 0.241 -1.520  0.20
H 2.391 -0.158 -0.140  0.21

(8)
This record from OMol25 describes an isolated molecule of C4H7NO. The level of theory is wB97M-V/def2-TZVPD.

SMILES string: C/C=N/CC=O
LUMO, eV: 1.004
Gap between HOMO and LUMO, eV: 10.76
Molecular weight, g mol⁻¹: 85.11
Energy above the lowest of the compared OMol25 structures with the same formula, charge and spin, kcal per mole: 35.6
Multiplicity: 1

Last column: natural (NBO) charge in e.
Cartesian coordinates (Å):
C -2.137 -0.516 0.801  -0.67
C -0.823 -0.549 0.085  0.15
C 1.088 0.343 -0.873  -0.36
N -0.146 0.500 -0.134  -0.42
C 2.274 0.832 -0.064  0.44
O 3.387 0.381 -0.183  -0.51
H -2.085 -1.085 1.737  0.23
H -2.912 -0.984 0.183  0.22
H -2.420 0.516 1.020  0.23
H -0.476 -1.537 -0.259  0.14
H 1.297 -0.685 -1.209  0.19
H 1.033 0.984 -1.765  0.23
H 2.050 1.658 0.643  0.12

(9)
This record from OMol25 describes an isolated molecule of C4H7NO. The level of theory is wB97M-V/def2-TZVPD.

SMILES string: CC/C=N/C=O
LUMO, eV: 0.754
Gap between HOMO and LUMO, eV: 10.67
Molecular weight, g mol⁻¹: 85.11
Energy above the lowest of the compared OMol25 structures with the same formula, charge and spin, kcal per mole: 29.2
Multiplicity: 1

Last column: natural (NBO) charge in e.
Cartesian coordinates (Å):
O 0.721 3.050 -1.239  -0.53
C 0.364 2.000 -1.709  0.53
N 0.622 0.751 -1.138  -0.46
C -0.289 0.115 -0.528  0.19
C -0.018 -0.966 1.675  -0.60
C -0.031 -1.191 0.157  -0.46
H -0.150 1.931 -2.687  0.11
H 0.686 -0.167 1.928  0.22
H -1.303 0.527 -0.412  0.15
H 0.292 -1.873 2.202  0.22
H -1.008 -0.679 2.044  0.21
H -0.815 -1.913 -0.108  0.22
H 0.929 -1.586 -0.186  0.23

(10)
This record from OMol25 describes an isolated molecule of C4H7NO at a distorted geometry. The level of theory is wB97M-V/def2-TZVPD.

SMILES string: C[C@@H]1C(=O)N1C
LUMO, eV: 0.794
Gap between HOMO and LUMO, eV: 9.87
Molecular weight, g mol⁻¹: 85.11
Energy above the lowest of the compared OMol25 structures with the same formula, charge and spin, kcal per mole: 65.9
Multiplicity: 1

Last column: natural (NBO) charge in e.
Cartesian coordinates (Å):
C -1.416 0.098 -0.051  0.68
C -0.136 0.740 -0.490  -0.14
C 0.570 1.825 0.286  -0.62
C 0.324 -2.136 0.051  -0.38
N -0.299 -0.543 0.181  -0.43
O -2.600 0.136 0.055  -0.57
H 0.063 0.738 -1.560  0.18
H 0.218 1.841 1.316  0.22
H 0.360 2.791 -0.169  0.22
H 1.648 1.668 0.285  0.21
H 0.393 -2.337 -1.010  0.20
H 1.281 -2.083 0.542  0.21
H -0.407 -2.739 0.563  0.22

(11)
This record from OMol25 describes an isolated molecule of C4H7NO at a distorted geometry. The level of theory is wB97M-V/def2-TZVPD.

SMILES string: CCCN=C=O
LUMO, eV: 0.806
Gap between HOMO and LUMO, eV: 11.10
Molecular weight, g mol⁻¹: 85.11
Energy above the lowest of the compared OMol25 structures with the same formula, charge and spin, kcal per mole: 29.1
Multiplicity: 1

Last column: natural (NBO) charge in e.
Cartesian coordinates (Å):
C -1.274 0.994 0.037  -0.62
C -0.892 -0.409 -0.285  -0.41
C 0.379 -0.893 0.278  -0.22
C 2.545 0.144 -0.193  0.87
H -2.373 1.124 -0.326  0.22
H -1.270 1.254 1.142  0.20
H -0.685 1.815 -0.424  0.22
H -1.707 -1.165 0.071  0.21
H -0.767 -0.320 -1.372  0.22
H 0.458 -1.992 0.029  0.21
H 0.421 -0.686 1.374  0.20
N 1.474 -0.318 -0.385  -0.54
O 3.692 0.452 0.055  -0.55

(12)
This record from OMol25 describes a cluster of 2 separate species, C4H7NO in total at a distorted geometry. The level of theory is wB97M-V/def2-TZVPD.

LUMO (spin up / spin down), eV: 0.578 / 0.592
Gap between HOMO and LUMO (spin up / spin down), eV: 8.22 / 8.25
Molecular weight, g mol⁻¹: 85.11
Energy above the lowest of the compared OMol25 structures with the same formula, charge and spin, kcal per mole: 106.9
Multiplicity: 1

Last column: natural (NBO) charge in e.
Cartesian coordinates (Å):
C -0.705 -1.461 0.454  -0.73
C -0.394 1.113 -1.416  -0.16
O -0.068 1.639 -0.277  -0.36
C 1.007 1.475 0.435  -0.16
C 0.547 -1.669 -0.271  0.30
N 1.541 -1.808 -0.846  -0.35
H -0.689 -0.465 0.908  0.26
H -1.552 -1.537 -0.231  0.26
H -0.807 -2.209 1.243  0.25
H -1.356 1.415 -1.798  0.17
H 0.307 0.458 -1.922  0.17
H 1.045 2.059 1.341  0.17
H 1.827 0.890 0.032  0.17

Electronic energy / eV: -7795.457; -7796.689; -7797.264; -7794.070; -7797.953; -7798.573; -7796.395; -7798.101; -7798.379; -7796.788; -7798.382; -7795.011